Entry 1:
The following is a quantum chemistry calculation of C26H22N5O7Pb as an isolated structure in a non-equilibrium geometry, from the Open Molecules 2025 dataset.

Geometry as XYZ:
```
61
Properties=species:S:1:pos:R:3
Pb -0.241 -0.606 0.796
C -4.399 3.120 1.945
C -3.113 2.358 1.769
O -2.909 1.661 0.796
C -2.153 2.522 2.890
C -0.808 2.581 2.783
C 0.089 2.579 3.987
N -0.168 2.401 1.573
N -0.490 3.056 0.592
C -0.154 2.620 -0.701
O -0.044 1.428 -0.980
C -0.188 3.670 -1.726
C -0.093 5.023 -1.401
C -0.124 5.973 -2.405
C -0.283 5.582 -3.729
C -0.379 4.235 -4.058
C -0.322 3.281 -3.060
H -5.132 2.448 2.399
H -4.782 3.431 0.976
H -4.270 3.985 2.593
H -2.588 2.538 3.881
H -0.421 3.034 4.832
H 1.013 3.121 3.796
H 0.342 1.550 4.248
H 0.005 5.323 -0.366
H -0.024 7.022 -2.162
H -0.340 6.332 -4.506
H -0.490 3.932 -5.090
H -0.400 2.226 -3.283
O 5.410 -4.773 -1.792
N 4.404 -4.939 -2.452
O 4.300 -5.704 -3.387
C 3.193 -4.183 -2.078
C 2.016 -4.729 -2.453
C 0.782 -4.109 -2.116
C -0.446 -4.638 -2.551
C -1.610 -4.011 -2.190
C -1.531 -2.886 -1.366
N -0.389 -2.382 -0.942
C 0.775 -2.952 -1.319
C 2.035 -2.361 -0.924
N 2.008 -1.227 -0.195
C 3.136 -0.637 0.132
C 4.383 -1.124 -0.256
C 4.443 -2.279 -0.992
C 3.252 -2.955 -1.329
H 2.015 -5.650 -3.019
H -0.446 -5.523 -3.174
H -2.572 -4.377 -2.517
H -2.430 -2.370 -1.046
H 3.056 0.272 0.718
H 5.284 -0.598 0.023
H 5.395 -2.671 -1.307
C -2.398 -2.741 4.441
C -1.564 -2.150 3.340
O -2.009 -1.359 2.507
H -3.145 -3.400 3.998
H -2.923 -1.951 4.973
H -1.773 -3.308 5.124
O -0.336 -2.581 3.385
O 0.551 -2.134 2.375
```

Values from the calculation:
- HOMO energy: -11.392 eV
- Largest force on an atom: 0.0411 hartree/bohr
- Charge: +1

Entry 2:
The following is a quantum chemistry calculation of C27H51CrF5O35P5 as an isolated structure in a non-equilibrium geometry, from the Open Molecules 2025 dataset.

Geometry as XYZ:
```
124
Properties=species:S:1:pos:R:3
Cr 0.320 -0.779 0.277
P -1.914 -0.253 0.978
O -1.156 -1.530 1.468
O -1.538 -0.394 -0.533
O -0.772 0.734 1.229
O -3.353 0.132 1.327
C -3.829 -2.246 -1.522
C -2.580 -3.010 -1.797
O -2.576 -3.172 -3.174
C -3.669 -2.682 -3.740
O -3.822 -2.659 -4.917
O -4.456 -2.174 -2.795
F -2.705 -4.168 -1.203
H -3.464 -1.273 -1.192
H -4.376 -2.896 -0.840
H -1.727 -2.521 -1.326
C -1.758 3.207 2.671
C -0.639 3.684 1.728
O 0.411 3.838 2.678
C -0.073 3.808 3.929
O 0.577 4.018 4.963
O -1.375 3.651 3.912
F -0.948 4.887 1.237
H -1.817 2.122 2.751
H -2.791 3.472 2.446
H -0.488 2.938 0.947
C -0.126 0.040 4.325
C 0.609 -1.295 4.294
O -0.024 -1.909 5.361
C -0.563 -1.048 6.217
O -0.859 -1.271 7.400
O -0.566 0.114 5.684
F 1.859 -1.064 4.617
H -1.046 -0.021 3.744
H 0.387 0.936 3.976
H 0.478 -1.772 3.323
C -4.172 1.995 -1.187
C -3.543 2.821 -0.113
O -4.597 3.259 0.698
C -5.747 3.116 0.027
O -6.829 3.553 0.402
O -5.470 2.560 -1.200
F -2.873 3.904 -0.638
H -4.294 0.957 -0.877
H -3.677 2.021 -2.158
H -2.817 2.209 0.423
C -2.848 -3.076 3.349
C -3.011 -3.909 2.111
O -4.393 -4.214 2.091
C -4.863 -4.235 3.340
O -5.925 -4.804 3.640
O -3.995 -3.508 4.154
F -2.361 -5.060 2.310
H -2.993 -2.009 3.181
H -1.884 -3.269 3.821
H -2.687 -3.471 1.167
C 5.049 -4.006 0.560
O 4.107 -2.974 0.362
P 2.995 -2.584 1.572
O 2.034 -1.516 1.280
O 2.362 -3.985 2.090
C 1.089 -4.308 1.602
O 3.992 -2.211 2.850
C 5.136 -1.343 2.750
H 4.896 -4.828 -0.140
H 5.062 -4.401 1.576
H 5.972 -3.474 0.333
H 0.740 -5.287 1.930
H 1.111 -4.300 0.512
H 0.375 -3.560 1.948
H 5.260 -0.851 1.785
H 6.025 -1.790 3.194
H 4.857 -0.507 3.393
C -0.431 -0.538 -3.948
O 0.908 -0.932 -3.685
P 1.211 -2.205 -2.717
O 0.846 -2.004 -1.307
O 2.824 -2.391 -2.843
C 3.531 -2.843 -3.988
O 0.571 -3.514 -3.458
C 0.666 -4.818 -2.797
H -0.994 -1.049 -4.729
H -0.414 0.523 -4.199
H -1.043 -0.435 -3.052
H 4.096 -3.756 -3.803
H 4.224 -2.090 -4.363
H 2.946 -3.153 -4.855
H -0.326 -5.263 -2.873
H 0.990 -4.798 -1.756
H 1.450 -5.410 -3.269
C 0.009 6.020 -2.283
O 0.637 5.103 -3.200
P -0.272 4.135 -4.138
O 0.533 3.328 -5.088
O -1.343 5.138 -4.784
C -1.977 4.915 -6.045
O -1.121 3.184 -3.089
C -0.380 2.460 -2.119
H -1.064 6.208 -2.294
H 0.536 6.971 -2.360
H 0.145 5.707 -1.248
H -1.684 3.949 -6.455
H -1.529 5.665 -6.697
H -3.066 4.928 -6.101
H 0.665 2.356 -2.409
H -0.911 1.573 -1.773
H -0.468 2.941 -1.145
C 2.857 1.757 2.598
O 3.563 1.457 1.352
P 2.912 1.603 -0.113
O 1.786 0.664 -0.328
O 2.421 3.207 -0.091
C 3.174 4.261 0.523
O 4.129 1.462 -1.137
C 4.764 0.251 -1.247
H 1.908 2.189 2.280
H 3.343 2.564 3.146
H 2.839 0.800 3.121
H 4.258 4.167 0.579
H 2.731 4.587 1.464
H 2.917 5.187 0.008
H 4.410 -0.602 -0.668
H 5.808 0.358 -0.951
H 4.702 -0.176 -2.248
```

Values from the calculation:
- ⟨S²⟩: 6.010
- HOMO energy (alpha / beta): -3.723 / -5.779 eV
- Largest force on an atom: 0.0947 hartree/bohr
- Charge: -1
- Spin multiplicity: 5